2 unconnected molecules or ions with the total composition C4H16N3O. Source: the OMol25 dataset; level of theory: ωB97M-V with the def2-TZVPD basis set.

Last column: Löwdin charge in e.
Atoms and positions in Å:
N1 -0.86197 -1.15306 1.03597  0.2024
C1 0.12268 -0.81298 -0.02522  -0.2885
C2 0.04742 0.69122 -0.36425  -0.1537
C3 0.17395 1.58563 0.90427  -0.2722
N2 -1.03266 1.57596 1.68402  -0.0177
C4 -0.24605 -1.50470 -1.42635  -0.1948
N3 -1.69301 -1.43338 -1.57532  0.0145
H1 -0.83579 -0.43641 1.80297  0.1419
H2 -1.78563 -1.07339 0.58040  0.1516
H3 -0.67625 -2.09410 1.36728  0.1692
H4 1.12770 -1.01346 0.25169  0.1299
H5 -0.85074 0.87997 -0.98555  0.1265
H6 0.94953 0.83686 -0.94839  0.0905
H7 0.73019 2.54984 0.68442  0.1368
H8 0.97306 1.16098 1.53840  0.1165
H9 -1.75774 2.28448 1.50764  0.1075
H10 -0.84739 1.67275 2.67580  0.0881
H11 0.39357 -1.04115 -2.16453  0.1145
H12 0.14261 -2.55295 -1.37559  0.1322
H13 -2.04108 -2.32358 -1.89597  0.0864
H14 -2.11795 -0.72897 -2.15855  0.0897
H15 4.10444 1.12461 -0.44743  0.0598
H16 2.80363 0.46245 -0.38267  0.0104
O1 3.17748 1.34335 -0.28301  -0.0414

Energy relative to the best compared isomer or geometry (same formula, charge and spin): 21.8 kcal per mole
LUMO: -2.864 eV
Total charge: +1